No. 1
{
  "formula": "CH2N2P2",
  "method": "ωB97M-V/def2-TZVPD",
  "total_charge": 0,
  "e_above_lowest_kcal_mol": 48.8,
  "e_homo_ev": [-7.08, -10.53],
  "total_energy_ev": -22621.186,
  "lumo_energy_ev": [-0.418, -2.560],
  "multiplicity": 3,
  "elements": ["C", "N", "N", "P", "P", "H", "H"],
  "positions_angstrom": [[0.749221, 0.172981, -0.575347], [1.327979, -0.741305, 0.002723], [-0.017001, -1.619124, 1.144224], [-1.355479, -0.894527, 1.060331], [-1.050946, 0.561581, -0.583424], [1.297326, 0.817868, -1.258507], [-0.951102, 1.702526, 0.210000]],
  "atomic_forces_ev_per_a": [[0.978, 0.794, -1.085], [2.082, 1.284, -1.514], [-2.207, -1.743, 1.567], [-1.115, -0.350, 1.512], [-0.149, -0.566, -0.772], [0.423, 0.264, -0.155], [-0.012, 0.317, 0.447]]
}



No. 2
{
  "formula": "C4H10N4O2",
  "method": "ωB97M-V/def2-TZVPD",
  "total_charge": 2,
  "e_above_lowest_kcal_mol": 15.5,
  "e_homo_ev": -16.08,
  "total_energy_ev": -14346.741,
  "lumo_energy_ev": -8.082,
  "multiplicity": 1,
  "elements": ["C", "C", "C", "C", "N", "N", "N", "N", "O", "O", "H", "H", "H", "H", "H", "H", "H", "H", "H", "H"],
  "positions_angstrom": [[-1.136659, -0.787577, 1.068527], [7.731879, 0.184348, -0.121201], [-2.520982, -1.364202, -0.676406], [-2.318910, 0.115192, -0.847194], [-1.587377, -1.777181, 0.325238], [7.508757, -0.206054, -1.296932], [-1.297417, 0.389522, 0.502427], [-0.872755, 1.637437, 0.895640], [-0.349597, -1.024707, 2.069797], [7.966762, 0.333653, 0.987205], [-3.503144, -1.617934, -0.133738], [-2.314662, -2.024909, -1.563771], [-1.710444, 0.207401, -1.722124], [-3.127362, 0.658758, -0.938510], [-1.929955, -2.665355, 0.651764], [7.930633, -1.138525, -1.728034], [7.236277, 0.384845, -2.104452], [0.070234, -0.305619, 2.467410], [-1.748917, 2.181051, 1.028428], [-0.470613, 2.098585, 0.060761]],
  "atomic_forces_ev_per_a": [[2.004, 0.979, -0.366], [0.970, -0.635, 2.453], [-2.232, -1.138, 0.471], [6.106, -3.232, 1.718], [-0.032, -1.232, 0.470], [0.701, -1.839, -3.233], [-3.512, -0.634, -3.464], [-0.754, 1.019, -0.356], [-1.369, -2.706, -0.469], [-0.636, 0.238, -2.100], [0.718, 0.536, -1.790], [-0.735, 1.048, 0.585], [0.703, 0.780, -0.308], [-4.024, 3.111, 0.383], [1.067, -0.261, 1.076], [-0.837, 2.009, 1.817], [-0.059, 0.225, 1.040], [0.867, 2.434, 0.935], [0.823, -0.238, 0.501], [0.230, -0.466, 0.639]]
}



No. 3
{
  "formula": "C2H8NO3",
  "method": "ωB97M-V/def2-TZVPD",
  "total_charge": 1,
  "e_above_lowest_kcal_mol": 35.3,
  "e_homo_ev": [-8.39, -16.62],
  "total_energy_ev": -9820.586,
  "lumo_energy_ev": [-3.599, -10.197],
  "multiplicity": 3,
  "elements": ["C", "C", "N", "O", "O", "O", "H", "H", "H", "H", "H", "H", "H", "H"],
  "positions_angstrom": [[0.733450, -0.146648, -0.510870], [-0.727067, 0.480628, -0.464651], [0.843794, -0.814609, 0.792122], [1.827594, 0.617790, -0.609067], [-0.939209, 0.836398, 0.826533], [-1.632849, -0.601168, -0.767167], [0.670060, -0.996260, -1.217113], [-0.933372, 1.368025, -1.252475], [1.385886, -0.408968, 1.522801], [-0.237775, -0.856820, 1.084750], [1.144445, -1.848461, 0.669370], [1.920061, 1.157268, 0.231494], [-1.597169, 1.536921, 0.975563], [-2.457844, -0.324093, -1.281296]],
  "atomic_forces_ev_per_a": [[0.055, -2.314, 0.026], [-3.807, 2.455, -2.765], [-3.971, -4.317, 0.567], [-0.308, -1.105, -5.319], [0.222, 0.567, 0.658], [0.256, 0.755, -0.664], [0.272, 1.118, -0.433], [1.174, -1.996, 1.739], [0.859, 1.421, 0.912], [2.536, -0.118, 0.413], [-0.112, 1.529, 0.021], [0.826, 2.395, 4.247], [0.175, -0.134, -0.269], [1.824, -0.254, 0.869]]
}